Entry 1:
Computed, not measured: an isolated molecule of C4H6O2S2 in a non-equilibrium geometry, with the ωB97M-V functional and the def2-TZVPD basis.

Structure (XYZ):
```
14
Properties=species:S:1:pos:R:3:forces:R:3
C -2.2270 0.4171 0.5438 -0.1537 -0.0012 -0.4112
C -1.0599 0.9072 0.8512 0.4120 -0.1015 -0.1990
C 0.1526 -0.7291 -0.6687 0.1146 0.1730 0.0961
C 0.2692 0.3754 0.3688 -0.1211 -0.1210 -0.1297
O -3.1405 -1.9634 0.5888 -0.1827 -0.8112 0.1005
O -5.4857 1.0486 -0.9317 -0.2262 0.3772 -0.4356
S -3.1425 -0.7696 -0.2518 0.3695 1.0403 0.6797
S -5.0933 0.3684 0.3137 -0.1244 -0.4718 0.1967
H -0.9799 1.7727 1.5015 -0.1978 0.0740 0.1624
H 1.1422 -1.0856 -0.9444 0.0232 -0.0665 -0.0652
H -0.3436 -0.3615 -1.5656 -0.0177 -0.0170 -0.0856
H -0.4184 -1.5667 -0.2766 -0.0150 -0.1610 0.0188
H 0.8339 1.2198 -0.0358 0.0684 -0.0233 0.0921
H 0.8084 0.0101 1.2487 0.0511 0.1099 -0.0201
```
Forces are in eV/Å.

Properties
Spin multiplicity ... 3
ΔE to the lowest compared entry with this formula, charge and spin ... 0.0 kJ/mol
Total energy ... -1102.6931 hartree
Expectation value of S² ... 2.051
Frontier orbital gap (spin up / spin down) ... 8.046 / 7.633 eV

Entry 2:
Computed, not measured: an isolated molecule of C4H6O2Si in a non-equilibrium geometry, with the ωB97M-V functional and the def2-TZVPD basis.

Structure (XYZ):
```
13
Properties=species:S:1:pos:R:3:forces:R:3
C 0.5942 -0.2367 0.8500 0.1073 0.3732 1.3569
C -0.0262 0.6423 0.1153 -0.1201 -1.6477 -2.7465
C -0.0547 -1.0998 -1.7146 -1.4706 3.5571 0.0055
C 0.8872 -1.6157 0.4382 -0.7692 -1.4723 -2.4567
O -0.5432 -1.0187 -2.7984 1.0121 -0.5888 1.7575
O 0.6235 -1.9070 -1.0237 0.3374 -0.4781 0.7347
Si -0.9545 2.2582 0.1210 0.6743 -1.0815 -0.0078
H 0.9022 -0.1170 1.9129 -0.1955 0.2732 -0.4906
H 1.8431 -2.0330 0.4811 2.2110 0.3935 0.4189
H 0.3516 -2.4326 0.8721 -1.1947 0.0247 0.8700
H -0.1678 3.3817 -0.6101 -0.9847 -0.8920 0.5377
H -1.1147 2.3680 1.5583 0.1219 0.9324 0.6873
H -2.3409 1.8102 -0.2021 0.2707 0.6064 -0.6669
```
Forces are in eV/Å.

Properties
Spin multiplicity ... 1
ΔE to the lowest compared entry with this formula, charge and spin ... 498.5 kJ/mol
Total energy ... -595.8137 hartree
Frontier orbital gap (spin up / spin down) ... 8.214 / 8.212 eV